1.
A single C4H6N2O molecule, computed with ωB97M-V with the def2-TZVPD basis set.

```
13
C4H6N2O (ωB97M-V with the def2-TZVPD basis set)
N -1.70798 0.55187 -0.46211
C -0.61775 -0.08658 0.21187
C 0.02169 -1.17388 -0.66650
O -1.03496 -0.75905 1.39176
N 1.29982 -0.84183 -0.64778
C 1.62924 0.34763 0.08777
C 0.51276 0.84701 0.60120
H -2.00853 0.07900 -1.30187
H -1.64529 1.55105 -0.56915
H -1.53426 -1.52764 1.07892
H 2.01345 -1.40051 -1.09796
H 2.65782 0.68080 0.15670
H 0.41397 1.73212 1.21715
```

- E_HOMO: -8.83 eV
- Relative energy (zero: lowest compared OMol25 entry of this formula, charge and spin): 3.121 eV
- Total energy: -340.680205 a.u.
- Multiplicity: 1
- F_max: 0.51 eV/A
- HOMO-LUMO gap: 9.55 eV

Here are the Löwdin charges for atoms 1 to 5, given in e:
1 N 0.1177
2 C -0.6610
3 C 0.0406
4 O -0.0071
5 N -0.0009

=====

2.
A gas-phase ion, C4H8NO2 (charge +1) in a non-equilibrium geometry, computed with ωB97M-V with the def2-TZVPD basis set.

```
15
C4H8NO2 (ωB97M-V with the def2-TZVPD basis set)
C 2.30447 0.19594 0.18689
C 0.86750 0.76553 0.01637
O 0.66620 2.04490 0.01756
C -0.16382 -0.11380 0.07289
C -1.41489 0.59164 -0.06675
N -2.76187 -0.26795 0.19389
O -1.73020 1.71023 -0.33939
H 2.60188 -0.32058 -0.83936
H 2.39305 -0.38231 1.05737
H 2.90474 1.10778 0.21502
H 1.59942 2.38320 -0.00462
H -0.16442 -1.15375 0.02915
H -2.84134 -0.51126 1.14416
H -2.82079 -1.07610 -0.46582
H -3.49758 0.37444 -0.11999
```

- E_HOMO: -14.01 eV
- Charge: +1
- Relative energy (zero: lowest compared OMol25 entry of this formula, charge and spin): 1.409 eV
- Total energy: -362.161697 a.u.
- Multiplicity: 1
- F_max: 4.70 eV/A
- HOMO-LUMO gap: 10.28 eV

Here are the Löwdin charges for atoms 1 to 5, given in e:
1 C 0.0384
2 C -0.3480
3 O 0.1510
4 C 0.0237
5 C -0.3391